# 1
{"formula": "C10H12NO4", "method": "ωB97M-V/def2-TZVPD", "elements": ["O", "O", "O", "O", "N", "C", "C", "C", "C", "C", "C", "C", "C", "C", "C", "H", "H", "H", "H", "H", "H", "H", "H", "H", "H", "H", "H"], "coordinates": [[2.848, -0.140, 2.147], [-1.763, -0.349, -1.399], [1.876, 1.827, 1.582], [-1.041, 0.049, 2.671], [0.139, 0.565, -2.032], [-1.850, -1.466, 1.376], [-0.713, 0.237, -0.987], [-0.517, 0.495, 0.484], [-1.651, 0.021, 1.397], [-0.852, -2.144, 2.000], [0.012, -0.910, 2.458], [1.393, 1.177, -1.654], [-0.191, 0.346, -3.475], [1.829, 0.560, 1.814], [0.717, -0.181, 1.245], [-1.149, 0.018, -3.754], [-0.697, -3.221, 2.059], [1.204, -0.992, 0.644], [0.600, -1.016, 3.413], [1.192, 2.138, -1.161], [-2.496, 0.578, 1.348], [1.957, 0.450, -1.060], [0.519, -0.332, -3.988], [1.975, 1.277, -2.515], [-0.121, 1.355, -4.021], [-0.540, 1.522, 0.537], [-2.682, -1.864, 0.872]], "atomic_forces_ev_per_a": [[-1.83, 0.44, 0.52], [1.04, 1.00, 1.68], [-0.75, -1.58, 1.00], [0.49, 1.36, 1.41], [-0.66, -0.15, 0.93], [0.60, -1.76, -0.47], [-2.72, -2.83, -3.73], [1.48, -2.20, 0.08], [2.39, -3.00, 0.71], [-0.74, 2.67, -0.86], [-0.71, -0.24, 0.51], [-0.47, -0.51, 0.68], [1.92, 2.12, -0.04], [4.71, 3.35, -1.82], [-1.60, -3.02, -0.66], [-1.39, -0.65, 0.75], [0.09, 0.47, 0.05], [-0.51, 0.77, 0.13], [-0.38, 0.16, -1.38], [0.64, -0.36, 0.10], [-2.53, 1.71, 0.00], [-0.05, 0.64, 0.49], [-0.06, 0.28, 0.59], [0.90, 0.67, -1.50], [0.24, -1.17, 0.81], [0.73, 2.60, 0.70], [-0.82, -0.77, -0.66]], "nbo_charge": [-0.784, -0.695, -0.783, -0.519, -0.437, -0.175, 0.692, -0.321, 0.069, -0.250, 0.068, -0.413, -0.397, 0.719, -0.317, 0.234, 0.215, 0.227, 0.229, 0.223, 0.189, 0.221, 0.187, 0.189, 0.178, 0.251, 0.200], "lumo_ev": 3.19, "e_homo_ev": -4.21, "charge": -1, "smiles": "CN(C)C(=O)[C@@H]1[C@@H](C(=O)[O-])[C@@H]2C=C[C@H]1O2", "orbital_gap_ev": 7.4, "de_lowest_kj_mol": 88.2}

# 2
{"formula": "C33H32BrMgN6O3S", "method": "ωB97M-V/def2-TZVPD", "elements": ["Br", "S", "Mg", "O", "O", "O", "N", "N", "N", "N", "N", "N", "C", "C", "C", "C", "C", "C", "C", "C", "C", "C", "C", "C", "C", "C", "C", "C", "C", "C", "C", "C", "C", "C", "C", "C", "C", "C", "C", "C", "C", "C", "C", "C", "C", "H", "H", "H", "H", "H", "H", "H", "H", "H", "H", "H", "H", "H", "H", "H", "H", "H", "H", "H", "H", "H", "H", "H", "H", "H", "H", "H", "H", "H", "H", "H", "H"], "coordinates": [[-5.503, -0.944, 3.987], [0.086, 2.500, 0.368], [0.823, -0.489, -0.320], [0.403, 1.550, -0.794], [1.045, 1.112, 3.358], [1.143, -0.097, 1.498], [1.069, -2.673, -0.205], [2.326, -2.214, 2.877], [3.393, -2.056, -0.201], [-1.404, -0.788, -0.481], [3.018, -0.906, -0.456], [0.482, -0.685, -2.482], [-2.306, 2.903, 1.571], [1.011, -0.416, -4.796], [0.479, -4.982, -0.028], [5.292, -0.138, 0.159], [-4.447, 2.722, 0.463], [4.054, 0.088, -0.429], [5.931, 2.102, -0.451], [1.814, -5.349, -0.016], [-1.675, 2.679, 0.356], [-1.788, -0.648, -1.684], [-2.036, -0.412, 1.801], [-4.573, -1.472, 1.358], [-3.785, 2.514, -0.747], [0.578, 4.094, -0.260], [2.776, -4.352, -0.086], [-5.947, 2.691, 0.535], [1.367, -0.609, -3.466], [-2.401, 2.493, -0.810], [-2.389, -0.892, 0.546], [-0.327, -0.289, -5.111], [-3.690, 2.935, 1.612], [4.689, 2.315, -1.031], [-4.230, -0.944, 2.597], [2.331, -0.869, 3.446], [-1.264, -0.366, -4.087], [6.227, 0.880, 0.144], [2.347, -3.043, -0.174], [3.737, 1.306, -1.011], [-2.966, -0.428, 2.829], [-3.646, -1.448, 0.330], [1.428, 0.135, 2.732], [-0.818, -0.562, -2.793], [0.157, -3.636, -0.127], [2.752, 1.463, -1.434], [-6.333, 3.541, 1.097], [1.656, 4.063, -0.399], [-1.725, 3.011, 2.478], [-0.309, -5.717, 0.040], [-6.391, 2.709, -0.459], [-1.044, -0.013, 1.962], [-2.323, -0.278, -4.287], [-4.368, 2.366, -1.648], [6.670, 2.891, -0.454], [-0.642, -0.136, -6.134], [0.327, 4.840, 0.492], [5.506, -1.089, 0.625], [4.460, 3.266, -1.492], [7.194, 0.725, 0.604], [2.408, -0.706, -3.180], [1.777, -0.368, -5.555], [3.346, -0.468, 3.358], [-2.707, -0.034, 3.802], [3.835, -4.560, -0.056], [2.988, -2.789, 3.384], [-0.878, -3.315, -0.130], [-6.286, 1.785, 1.041], [-2.842, -0.567, -1.953], [2.103, -6.388, 0.058], [1.417, -2.643, 3.016], [-1.882, 2.314, -1.743], [0.064, 4.296, -1.199], [2.066, -0.816, 4.506], [-4.192, 3.097, 2.558], [-5.551, -1.905, 1.204], [-3.908, -1.888, -0.623]], "atomic_forces_ev_per_a": [[-0.04, 0.00, 0.03], [0.36, -0.16, 0.04], [-0.21, 0.16, 0.02], [0.07, -0.10, 0.15], [-0.14, 0.01, 0.01], [-0.04, -0.16, 0.16], [0.27, -0.02, -0.02], [-0.03, -0.07, -0.06], [-0.28, -0.20, -0.09], [-0.18, -0.08, -0.05], [0.26, 0.07, 0.04], [-0.15, 0.17, -0.13], [-0.05, -0.04, -0.01], [0.05, -0.02, 0.05], [-0.04, 0.05, -0.02], [0.12, 0.07, 0.02], [0.00, 0.01, 0.01], [-0.43, -0.26, -0.07], [-0.02, -0.02, 0.01], [0.06, 0.04, 0.00], [-0.02, 0.01, -0.02], [0.05, 0.02, -0.16], [-0.15, -0.04, 0.05], [0.02, 0.02, 0.05], [0.03, -0.01, -0.02], [-0.13, 0.08, -0.13], [-0.10, -0.10, 0.03], [-0.03, 0.01, -0.01], [0.12, -0.05, 0.02], [-0.06, 0.03, 0.06], [0.32, 0.09, -0.03], [-0.08, 0.00, 0.01], [-0.01, 0.00, 0.00], [-0.02, -0.04, 0.01], [0.03, -0.01, -0.07], [0.13, 0.13, 0.06], [0.07, -0.03, -0.06], [0.01, 0.00, 0.00], [0.42, 0.29, 0.06], [0.10, 0.14, -0.01], [0.01, 0.01, 0.01], [-0.08, -0.02, 0.03], [0.00, 0.08, -0.01], [-0.10, -0.06, 0.12], [-0.17, -0.03, 0.03], [-0.01, -0.02, 0.00], [0.01, 0.01, 0.01], [0.03, -0.02, 0.00], [0.05, 0.00, 0.02], [0.00, -0.01, 0.00], [-0.01, -0.01, 0.00], [0.01, 0.03, 0.03], [-0.02, 0.01, -0.01], [0.00, 0.00, -0.01], [0.01, 0.01, -0.01], [0.00, 0.00, -0.01], [-0.03, 0.03, 0.00], [-0.03, -0.01, -0.01], [0.00, 0.02, -0.01], [0.00, 0.00, 0.00], [0.01, 0.01, -0.02], [0.01, 0.01, -0.02], [-0.02, 0.00, 0.02], [0.01, 0.00, 0.00], [0.01, 0.00, -0.01], [-0.01, -0.01, -0.03], [0.00, -0.01, -0.01], [0.00, -0.01, 0.01], [0.02, 0.02, 0.02], [0.00, -0.01, 0.00], [0.00, 0.02, -0.01], [0.01, -0.01, -0.03], [0.03, 0.02, -0.02], [0.00, -0.04, -0.04], [-0.01, 0.01, 0.02], [-0.01, -0.01, 0.00], [0.01, 0.00, -0.01]], "mulliken_charge": [-0.139, 0.530, 2.385, -0.628, -0.675, 0.111, 0.180, -0.371, -0.883, 1.701, 0.883, 0.192, -0.678, -0.979, -0.842, -0.317, 0.957, -0.084, -0.472, -0.499, 0.415, -0.839, 0.260, -0.890, -0.948, -1.162, -0.568, -1.486, -0.199, -0.567, -0.750, -0.537, -0.573, -0.967, -0.038, -1.041, -0.884, -0.766, -0.099, 0.273, -0.768, -0.481, 0.474, 0.254, -0.436, 0.426, 0.390, 0.388, 0.456, 0.482, 0.375, 0.035, 0.525, 0.373, 0.410, 0.463, 0.395, 0.472, 0.419, 0.396, 0.467, 0.464, 0.293, 0.593, 0.551, 0.232, 0.398, 0.278, 0.264, 0.428, 0.176, 0.563, 0.373, 0.457, 0.417, 0.476, 0.518], "lumo_ev": -3.45, "e_homo_ev": -11.04, "charge": 1, "orbital_gap_ev": 7.6}

# 3
{"formula": "C25H48N4O3P4Ti", "method": "ωB97M-V/def2-TZVPD", "elements": ["Ti", "P", "P", "P", "P", "O", "O", "O", "N", "N", "N", "N", "C", "C", "C", "C", "C", "C", "C", "C", "C", "C", "C", "C", "C", "C", "C", "C", "C", "C", "C", "C", "C", "C", "C", "C", "C", "H", "H", "H", "H", "H", "H", "H", "H", "H", "H", "H", "H", "H", "H", "H", "H", "H", "H", "H", "H", "H", "H", "H", "H", "H", "H", "H", "H", "H", "H", "H", "H", "H", "H", "H", "H", "H", "H", "H", "H", "H", "H", "H", "H", "H", "H", "H", "H"], "coordinates": [[0.413, 0.116, -0.014], [-0.145, 0.545, -2.429], [3.376, -0.839, 0.701], [1.592, -2.806, -0.639], [0.718, 2.692, -0.356], [0.463, -1.743, -0.379], [2.963, -2.144, -0.130], [2.176, 0.172, 0.416], [1.830, -3.023, -2.212], [3.431, -1.058, 2.274], [1.278, -4.098, 0.228], [4.730, -0.342, 0.033], [-1.513, 2.581, -3.741], [-0.739, 2.229, -2.638], [-1.518, 4.872, -2.987], [0.819, -3.904, -2.858], [-0.350, 3.202, -1.709], [2.417, 3.142, -0.793], [0.352, 3.715, 1.097], [-2.435, -1.540, 1.044], [-1.496, -0.849, 1.792], [2.199, -5.256, 0.081], [-0.741, 4.525, -1.887], [4.662, -1.634, 2.885], [-1.344, -0.593, -3.158], [3.150, -3.074, -2.884], [-1.900, 3.906, -3.911], [5.325, 0.910, 0.578], [1.375, 0.351, -3.397], [-3.131, -0.918, 0.002], [0.034, -4.388, 0.963], [-2.862, 0.442, -0.263], [-4.197, -1.646, -0.748], [2.248, -1.130, 3.145], [-1.982, 1.164, 0.522], [-1.239, 0.517, 1.534], [5.740, -1.238, -0.593], [0.642, -3.549, -3.872], [-0.717, 1.113, 2.282], [1.178, -4.933, -2.901], [1.482, -0.428, 2.821], [-1.826, 5.901, -3.121], [-0.453, 5.294, -1.180], [3.029, 3.193, 0.108], [5.291, -2.173, -0.911], [0.876, 3.339, 1.976], [5.783, 1.454, -0.246], [4.505, -2.687, 3.117], [0.273, -4.661, 1.990], [-2.502, 4.184, -4.766], [-1.821, 1.847, -4.476], [2.167, 0.991, -3.013], [0.720, 4.723, 0.898], [-5.103, -1.669, -0.132], [1.702, -6.060, -0.460], [-1.169, -0.627, -4.235], [-1.226, -1.597, -2.754], [5.509, -1.539, 2.212], [2.546, -0.837, 4.151], [-2.672, -2.566, 1.295], [-3.434, 0.957, -1.027], [-0.483, -5.221, 0.487], [-4.458, -1.155, -1.683], [2.994, -2.868, -3.942], [-2.356, -0.242, -2.968], [-0.613, -3.518, 0.962], [4.881, -1.085, 3.799], [2.866, 2.441, -1.493], [2.483, -5.605, 1.072], [3.816, -2.316, -2.485], [6.540, -1.445, 0.117], [6.158, -0.727, -1.458], [-1.920, 2.235, 0.394], [-0.128, -3.886, -2.316], [3.601, -4.063, -2.789], [1.845, -2.144, 3.185], [1.155, 0.651, -4.424], [-0.715, 3.767, 1.305], [2.388, 4.132, -1.251], [1.703, -0.688, -3.380], [-1.004, -1.336, 2.626], [6.085, 0.676, 1.324], [-3.923, -2.684, -0.938], [4.563, 1.539, 1.034], [3.107, -4.972, -0.451]], "atomic_forces_ev_per_a": [[-1.27, 0.15, 0.03], [0.29, 0.15, -0.06], [-0.37, 0.41, -0.36], [-0.30, 0.51, 0.11], [0.02, -0.14, -0.07], [0.62, -0.33, -0.13], [0.01, 0.02, -0.17], [0.69, -0.45, 0.30], [0.14, -0.40, -0.20], [0.07, -0.08, 0.40], [-0.20, -0.31, 0.03], [0.36, -0.01, 0.11], [-0.01, 0.05, 0.01], [-0.07, -0.07, -0.11], [-0.01, -0.02, -0.01], [0.05, 0.05, -0.04], [0.02, 0.11, 0.00], [0.01, 0.05, 0.01], [0.00, 0.00, -0.02], [0.02, -0.03, -0.01], [0.05, 0.11, 0.11], [-0.08, 0.05, 0.04], [-0.03, 0.01, -0.02], [-0.08, 0.05, 0.02], [0.00, -0.05, -0.02], [-0.14, 0.11, -0.03], [0.01, 0.01, 0.03], [-0.02, -0.08, -0.07], [-0.03, 0.02, -0.02], [-0.08, 0.02, -0.09], [0.13, 0.01, 0.03], [-0.02, -0.07, -0.03], [0.05, 0.03, 0.04], [0.08, -0.02, 0.01], [0.14, 0.00, 0.07], [-0.17, 0.08, 0.29], [-0.10, 0.13, -0.05], [0.01, 0.00, -0.01], [0.11, 0.00, -0.03], [0.00, 0.00, -0.02], [-0.02, 0.02, -0.06], [0.00, -0.01, -0.01], [0.00, -0.01, -0.01], [-0.01, -0.01, 0.01], [0.00, 0.00, 0.05], [0.04, -0.01, -0.01], [0.02, 0.00, 0.00], [0.01, 0.00, 0.02], [0.00, -0.03, 0.00], [0.01, 0.00, 0.01], [0.02, 0.00, 0.03], [0.00, 0.01, -0.02], [-0.03, 0.03, 0.04], [0.00, 0.00, 0.00], [0.01, -0.02, 0.02], [-0.06, -0.01, -0.02], [0.04, 0.00, 0.01], [-0.01, -0.01, -0.03], [0.02, -0.01, 0.01], [0.00, 0.00, 0.00], [0.00, -0.01, 0.00], [0.00, -0.01, 0.01], [0.00, 0.00, 0.00], [0.01, -0.02, -0.01], [-0.02, -0.01, -0.01], [0.02, 0.03, -0.02], [-0.01, 0.00, 0.02], [-0.01, 0.01, -0.02], [0.00, -0.03, 0.00], [-0.01, 0.00, 0.01], [0.02, 0.00, 0.00], [0.01, 0.00, -0.01], [0.01, 0.01, -0.04], [0.03, 0.03, 0.03], [0.02, 0.00, 0.00], [-0.01, 0.00, 0.00], [0.04, -0.02, -0.03], [0.00, 0.03, 0.01], [0.07, 0.02, 0.00], [-0.03, -0.01, 0.00], [0.02, -0.01, -0.01], [0.02, 0.02, -0.02], [-0.01, 0.00, 0.00], [-0.03, -0.03, 0.01], [-0.02, 0.03, -0.01]], "mulliken_charge": [-0.825, 1.870, -1.162, -1.461, 1.453, 1.495, 0.048, 0.854, 0.826, 0.546, 0.628, 0.311, -1.161, 0.701, -0.856, -1.076, 0.189, -1.143, -1.517, -0.500, -0.150, -1.074, -1.136, -0.978, -1.402, -1.079, -0.854, -0.934, -0.879, 0.496, -0.770, -0.488, -1.720, -0.682, -0.235, -1.607, -0.886, 0.380, 0.871, 0.334, -0.098, 0.479, 0.469, 0.384, 0.316, 0.470, 0.376, 0.341, 0.320, 0.480, 0.489, 0.233, 0.595, 0.419, 0.368, 0.604, 0.120, 0.304, 0.525, 0.739, 0.677, 0.346, 0.406, 0.425, 0.535, -0.068, 0.366, 0.199, 0.404, 0.334, 0.377, 0.302, 0.820, 0.359, 0.315, 0.268, 0.586, 0.449, 0.552, 0.099, 0.545, 0.375, 0.425, 0.238, 0.309], "lumo_ev": -13.10, "e_homo_ev": -20.10, "charge": 4, "orbital_gap_ev": 7.0, "de_lowest_kj_mol": 66.7}

# 4
{"formula": "C10H21LuN3P", "method": "ωB97M-V/def2-TZVPD", "elements": ["Lu", "P", "N", "N", "N", "C", "C", "C", "C", "C", "C", "C", "C", "C", "C", "H", "H", "H", "H", "H", "H", "H", "H", "H", "H", "H", "H", "H", "H", "H", "H", "H", "H", "H", "H", "H"], "coordinates": [[-0.351, 0.178, -1.901], [-0.164, -2.575, -1.726], [1.245, -0.105, 2.270], [0.298, 0.147, 0.179], [-1.119, 0.088, 2.007], [0.863, 0.512, -3.999], [2.518, -0.187, 1.565], [-1.574, 0.103, 3.390], [-2.200, 0.151, 1.032], [-0.436, 2.212, -3.103], [-1.310, 1.285, -3.767], [1.308, -0.103, 3.722], [-0.502, 0.246, -4.335], [0.907, 1.726, -3.247], [0.137, 0.052, 1.523], [3.313, -0.234, 2.311], [-1.215, -3.410, -2.266], [1.735, -0.018, -4.378], [-0.856, -0.584, -4.944], [-2.109, 1.047, 3.575], [-2.222, -0.760, 0.410], [2.552, -1.096, 0.943], [-2.279, -0.729, 3.538], [0.959, -3.391, -2.124], [0.821, -0.989, 4.157], [1.275, -0.024, -0.102], [-0.251, -3.066, -0.371], [-3.134, 0.225, 1.600], [2.666, 0.714, 0.952], [1.806, 2.289, -3.006], [0.933, 0.844, 4.139], [-2.387, 1.391, -3.860], [-2.094, 1.043, 0.394], [-0.718, 3.177, -2.689], [-0.780, 0.010, 4.124], [2.366, -0.167, 3.987]], "atomic_forces_ev_per_a": [[-0.03, -1.90, 1.93], [-0.10, -0.26, 0.07], [0.52, -0.08, 0.79], [-0.11, -0.03, 2.38], [0.17, -0.01, 0.12], [-0.07, 0.40, -0.57], [0.12, 0.02, 0.08], [-0.36, 0.06, 0.17], [-0.17, 0.15, 0.17], [0.31, 0.06, -1.52], [0.15, 0.68, -0.66], [0.54, -0.04, 0.14], [0.14, 0.64, -0.22], [-0.52, 0.53, -0.75], [0.22, 0.10, -2.29], [-0.07, -0.04, -0.24], [0.48, -0.16, 0.16], [-0.34, 0.06, 0.27], [0.06, 0.22, 0.31], [0.10, -0.27, 0.05], [-0.01, 0.37, -0.01], [0.15, 0.36, 0.08], [0.16, 0.23, 0.02], [-0.52, 0.06, 0.05], [0.10, 0.39, -0.01], [-0.53, 0.06, 0.15], [0.05, 0.26, -0.63], [0.12, -0.01, -0.29], [0.18, -0.32, 0.07], [-0.21, -0.33, 0.21], [0.05, -0.41, 0.03], [0.33, -0.06, -0.03], [-0.16, -0.38, 0.09], [-0.01, -0.40, 0.12], [-0.48, 0.04, -0.32], [-0.27, 0.02, 0.07]], "nbo_charge": [0.789, -0.049, -0.424, -0.994, -0.412, -0.384, -0.421, -0.407, -0.417, -0.428, -0.396, -0.407, -0.396, -0.398, 0.665, 0.211, -0.035, 0.242, 0.241, 0.200, 0.226, 0.215, 0.204, -0.016, 0.202, 0.376, 0.016, 0.209, 0.210, 0.236, 0.202, 0.247, 0.217, 0.240, 0.218, 0.216], "lumo_ev": [0.31, 0.29], "e_homo_ev": [-3.35, -3.43], "orbital_gap_ev": [3.7, 3.7], "de_lowest_kj_mol": 0.0}